# C28H41CoF5N2P3

C28H41CoF5N2P3 as an isolated structure at a distorted geometry (wB97M-V/def2-TZVPD, the OMol25 dataset).

- orbital gap (alpha / beta) (Eh) = 0.265 / 0.300
- ⟨S²⟩ = 0.871
- ΔE to the lowest compared entry with this formula, charge and spin (kcal/mol) = 23.0
- lowest unoccupied orbital energy (alpha / beta) (hartree) = -0.1208 / -0.0856
- total charge = +1
- E_HOMO (alpha / beta) (eV) = -10.50 / -10.51
- spin multiplicity = 2

Positions of all 80 atoms, in Å:
Co 0.5533 -0.3256 0.2042
C 1.8900 3.1450 0.4246
P 0.3447 2.1563 0.5055
C -0.2796 2.5035 -1.1954
C -0.7241 3.2878 1.5346
C -0.1575 4.4264 2.1188
C -0.9325 5.3478 2.8054
C -2.2950 5.1532 2.9343
C -2.8687 4.0127 2.3980
C -2.1076 3.0691 1.7116
P -2.8523 1.5403 1.0442
C -4.2042 2.2191 -0.0034
C -3.8383 0.9351 2.4742
H 1.6412 4.1765 0.1867
H 2.5269 2.7651 -0.3728
H 2.4403 3.1141 1.3665
H -0.7183 3.4992 -1.2457
H -1.0202 1.7608 -1.4896
H 0.5602 2.4510 -1.8910
H 0.9041 4.6087 2.0657
H -0.4637 6.2215 3.2411
H -2.9057 5.8787 3.4567
H -3.9348 3.8564 2.5154
H -4.9132 2.8073 0.5837
H -4.7371 1.3914 -0.4742
H -3.7835 2.8500 -0.7875
H -4.3436 1.7544 2.9865
H -3.1956 0.4138 3.1827
H -4.5935 0.2371 2.1090
F -1.0400 -1.4405 1.9978
C -1.7584 -1.5990 0.8451
C -1.2437 -1.0235 -0.3017
C -2.0191 -1.1793 -1.4211
F -1.6377 -0.6215 -2.5930
C -3.2215 -1.8717 -1.4171
F -3.9375 -1.9946 -2.5326
C -3.6898 -2.4248 -0.2419
F -4.8412 -3.0882 -0.2218
C -2.9487 -2.2812 0.9213
F -3.3920 -2.8018 2.0657
C 0.0925 -4.5159 1.5610
C 0.5501 -4.2661 0.1222
C -0.6265 -4.4536 -0.8459
P 1.3775 -2.6348 -0.1134
C 2.0868 -2.7338 -1.8343
C 2.4467 -4.1290 -2.3528
C 1.1782 -2.0210 -2.8505
C 2.8828 -2.7020 0.9833
C 2.5612 -2.0857 2.3542
C 3.5728 -4.0583 1.1279
H -0.3679 -5.5041 1.6243
H -0.6503 -3.7827 1.8788
H 0.9129 -4.4934 2.2772
H 1.3309 -4.9856 -0.1312
H -1.5244 -3.9804 -0.4512
H -0.8358 -5.5189 -0.9655
H -0.4413 -4.0363 -1.8350
H 3.0125 -2.1592 -1.7444
H 1.5572 -4.7354 -2.5279
H 3.1102 -4.6781 -1.6875
H 2.9603 -4.0231 -3.3115
H 0.3701 -2.6722 -3.1860
H 1.7513 -1.7375 -3.7375
H 0.7135 -1.1281 -2.4347
H 3.5848 -2.0396 0.4740
H 1.9588 -2.7557 2.9679
H 1.9890 -1.1573 2.2582
H 3.4798 -1.8676 2.9059
H 2.9468 -4.7966 1.6290
H 4.4805 -3.9396 1.7256
H 3.8758 -4.4621 0.1629
N 4.5872 0.8248 -0.4282
C 4.1887 0.9185 -1.7417
C 2.8876 0.5291 -1.7577
N 2.4939 0.1939 -0.4745
C 3.5432 0.3915 0.2989
H 5.5055 1.0354 -0.0740
H 4.8463 1.2497 -2.5271
H 2.2170 0.4607 -2.5978
H 3.5750 0.2526 1.3687